Density functional theory data (ωB97M-V/def2-TZVPD) for C27H29BN2O3PtS as an isolated structure.

Geometry as XYZ:
```
64
Properties=species:S:1:pos:R:3:forces:R:3:nbo_charge:R:1
Pt 0.1992 -0.8815 1.5271 -0.80 0.24 -0.06 0.380
S 0.6543 -2.5864 5.7647 -0.02 0.01 0.02 0.412
C 0.7525 -4.0086 4.7759 0.00 0.01 -0.03 -0.247
C 0.9805 -5.3248 5.1607 0.01 0.01 0.02 -0.206
C 1.0228 -6.2940 4.1774 0.01 -0.03 0.00 -0.219
C 0.8353 -5.9561 2.8338 -0.01 0.01 0.00 -0.201
C 0.6027 -4.6493 2.4529 0.02 -0.01 0.03 -0.231
C 0.5649 -3.6589 3.4333 -0.04 -0.01 0.02 0.201
N 0.3447 -2.3056 3.2274 0.22 -0.19 -0.03 -0.541
C 0.3692 -1.6343 4.3426 0.05 0.00 0.01 0.114
C 0.1771 -0.1975 4.3269 -0.06 0.08 -0.02 -0.116
C 0.0169 0.5225 5.5097 0.03 0.00 0.00 -0.190
C -0.2521 1.8749 5.4585 0.00 0.00 0.03 -0.249
C -0.3709 2.4814 4.2142 0.02 0.04 -0.03 -0.179
C -0.2038 1.7634 3.0382 0.20 0.03 0.06 -0.264
C 0.0921 0.3957 3.0429 0.01 -0.01 0.10 -0.133
H 1.1237 -5.5829 6.2016 0.00 0.00 0.00 0.223
H 1.2016 -7.3254 4.4514 0.00 0.01 0.00 0.217
H 0.8702 -6.7337 2.0815 -0.01 0.01 0.00 0.212
H 0.4433 -4.3821 1.4204 -0.03 0.03 -0.06 0.219
H 0.0884 0.0193 6.4681 0.00 0.00 0.00 0.204
H -0.3781 2.4466 6.3684 -0.01 -0.01 -0.01 0.211
H -0.5983 3.5394 4.1560 0.00 0.00 0.00 0.208
H -0.3002 2.2861 2.1010 -0.04 0.01 -0.01 0.231
C -2.0883 5.8817 -2.7271 0.00 -0.01 0.00 -0.609
C -1.0126 5.1963 -3.5704 0.00 -0.01 0.00 -0.060
C 0.1457 6.1850 -3.7631 0.00 0.00 0.00 -0.598
C -1.6224 4.8564 -4.9375 0.00 0.00 0.00 -0.598
C -0.4884 3.9181 -2.9111 0.00 0.01 -0.01 -0.011
C 0.4989 3.1716 -3.5605 0.01 0.00 -0.01 -0.235
C 1.0309 1.9999 -3.0274 0.00 0.00 0.00 -0.255
C 0.5401 1.5900 -1.8087 -0.02 -0.04 0.00 0.277
O 0.8679 0.4942 -1.0577 0.01 0.00 -0.05 -0.708
B 0.0742 0.5509 0.1265 0.27 -0.26 -0.07 0.809
O -0.7420 1.6975 0.0275 -0.04 -0.02 0.07 -0.676
C -0.4341 2.3166 -1.1523 0.00 -0.02 -0.03 0.230
C -0.9662 3.4757 -1.6738 -0.01 -0.01 0.03 -0.256
H -2.4298 6.7836 -3.2383 0.00 0.00 0.00 0.210
H -1.7051 6.1789 -1.7490 0.00 0.00 0.00 0.210
H -2.9553 5.2355 -2.5768 0.00 0.00 0.00 0.210
H -0.2173 7.1078 -4.2224 0.00 -0.01 0.00 0.203
H 0.9225 5.7715 -4.4072 0.00 0.00 0.01 0.206
H 0.6027 6.4350 -2.8038 0.00 0.00 0.00 0.212
H -2.0102 5.7604 -5.4134 0.00 0.00 0.00 0.203
H -2.4444 4.1466 -4.8271 0.00 0.00 0.00 0.211
H -0.8842 4.4143 -5.6074 0.00 0.00 0.00 0.206
H 0.8741 3.5110 -4.5179 0.00 0.00 0.01 0.206
H 1.7981 1.4406 -3.5469 -0.01 0.00 0.01 0.216
H -1.7278 4.0091 -1.1233 0.01 -0.01 -0.01 0.226
C -1.4162 -4.2555 -1.3662 0.02 0.03 0.01 -0.407
N -0.0019 -3.9482 -1.5704 -0.02 0.07 0.05 -0.410
C 0.7564 -4.6541 -2.5960 0.03 0.02 0.00 -0.407
C 0.5296 -2.9908 -0.7924 0.23 -0.03 -0.05 0.712
C 1.9755 -2.6171 -0.9137 0.06 0.03 0.01 -0.731
O -0.1957 -2.4414 0.0522 0.06 0.03 0.04 -0.670
H -1.7191 -5.0129 -2.0827 0.00 -0.01 0.00 0.202
H -2.0240 -3.3616 -1.5005 0.00 0.00 0.00 0.223
H -1.5874 -4.6234 -0.3542 -0.01 0.00 0.00 0.215
H 0.0860 -5.3353 -3.1106 -0.01 0.00 0.00 0.216
H 1.5687 -5.2419 -2.1663 0.00 0.01 0.00 0.205
H 1.1679 -3.9671 -3.3356 0.00 0.00 0.01 0.209
H 2.5207 -3.1736 -1.6696 0.00 0.02 0.01 0.218
H 2.4486 -2.7666 0.0596 -0.06 -0.04 -0.02 0.254
H 2.0276 -1.5467 -1.1194 -0.04 -0.01 -0.03 0.287
```
Positions in Å, forces in eV/Å.

Its net charge is 0. For the total energy, the calculation gives -1924.011113 Ha. The calculation puts the HOMO-LUMO gap at 7.901 eV. The energy above the lowest of the compared OMol25 structures with the same formula, charge and spin is 0.0 kJ/mol. The highest occupied orbital energy is -7.711 eV.